Molecular formula: C40H58N6O11Si
Method: DFT, wB97M-V/def2-TZVPD

```
116
C40H58N6O11Si (wB97M-V/def2-TZVPD)
H 1.5591 2.4179 -2.7392
N 1.6271 3.2139 -2.1033
C 2.8018 3.3247 -1.6598
C 3.9523 2.4055 -2.0152
C 3.5537 0.9701 -1.9499
C 3.0235 0.3844 -0.8908
C 2.6301 -1.0397 -0.9288
O 2.7675 -1.7575 0.0301
C 2.1020 -1.4997 -2.2533
C 1.1028 -2.4519 -2.3571
C 0.4446 -3.0644 -1.1471
C 0.5970 -4.6015 -1.0913
C -0.6529 -5.3038 -0.5957
C -1.1143 -4.9032 0.8189
C -2.3956 -4.0416 0.8413
C -2.2959 -2.7807 1.6961
C -2.0206 -3.1020 3.1550
C -1.9954 -1.8552 4.0695
Si -0.2807 -1.1308 4.3315
C -0.3027 0.5663 5.1275
C 0.4709 -0.9270 2.6082
C 0.8886 -2.3060 5.2272
C 2.1740 -1.8911 5.5134
C 3.0824 -2.7182 6.1315
C 2.7016 -3.9967 6.4682
C 1.4177 -4.4077 6.2125
C 0.5026 -3.5831 5.5976
C 0.6834 -2.8183 -3.6345
C -0.4337 -3.7904 -3.8955
C -1.4947 -3.1042 -4.7692
C -2.2705 -2.0839 -3.9092
C -2.4402 -0.8123 -4.5739
C -2.5268 0.2799 -5.0613
C 1.2818 -2.2379 -4.7209
C 2.2731 -1.2932 -4.6276
N 2.7718 -0.7830 -5.8829
C 4.1027 -1.3029 -6.2457
C 2.6668 0.5925 -6.0318
C 1.4838 1.3152 -5.4381
O 3.4666 1.2335 -6.6743
C 2.6908 -0.9134 -3.3694
C 3.7308 0.1254 -3.1642
O 4.6926 0.2954 -3.8728
H 2.9816 4.1300 -0.9592
H 4.2705 2.6690 -3.0191
H 4.7624 2.6350 -1.3312
H 2.8801 0.9695 0.0037
H -0.6170 -2.8333 -1.2379
H 0.7573 -2.6038 -0.2278
H 0.8867 -4.9602 -2.0692
H 1.3994 -4.7989 -0.3869
H -1.5056 -5.1607 -1.2540
H -0.4244 -6.3657 -0.5972
H -0.3126 -4.4291 1.3713
H -1.3985 -5.8294 1.3001
H -3.2286 -4.6288 1.2152
H -2.6373 -3.7280 -0.1715
H -3.2513 -2.2634 1.6441
H -1.5568 -2.1245 1.2466
H -2.7953 -3.7784 3.4993
H -1.0581 -3.6064 3.1986
H -2.5901 -1.0981 3.5628
H -2.5048 -2.0869 5.0009
H -1.0719 1.2108 4.7367
H 0.6470 1.0415 4.8937
H -0.3498 0.5088 6.2107
H -0.0321 -0.1574 2.0331
H 0.4323 -1.8612 2.0650
H 1.5074 -0.6365 2.7445
H 2.5042 -0.8963 5.2580
H 4.0801 -2.3880 6.3547
H 3.4038 -4.6613 6.9348
H 1.1018 -5.4000 6.4884
H -0.5008 -3.9118 5.4015
H -0.9420 -4.0788 -2.9910
H -0.0953 -4.6851 -4.4089
H -2.2147 -3.8272 -5.1326
H -1.0632 -2.6316 -5.6375
H -1.7333 -1.8820 -2.9870
H -3.2257 -2.5084 -3.6242
H -2.8498 1.1437 -5.5613
H 0.9496 -2.5124 -5.7038
H 4.2874 -2.1662 -5.6187
H 4.8983 -0.6027 -6.0584
H 4.0966 -1.6733 -7.2616
H 1.8195 2.1416 -4.8308
H 0.8296 0.6812 -4.8482
H 0.8912 1.6768 -6.2664
C -1.7938 3.8921 1.3261
N -0.9875 3.0950 2.2902
O 0.0210 3.5966 2.7478
O -1.3978 1.9903 2.5603
H -1.3124 4.8512 1.1822
H -1.8358 3.3335 0.3966
H -2.7837 4.0117 1.7561
C 0.1693 6.6667 4.6693
N -1.1731 6.2786 5.1787
O -1.2337 5.7292 6.2557
O -2.1233 6.5433 4.4689
H 0.9147 6.3697 5.3964
H 0.3161 6.1477 3.7264
H 0.1684 7.7432 4.5285
C -1.7090 4.2393 -7.5754
N -2.5593 3.0885 -7.1652
O -3.5823 3.3252 -6.5579
O -2.1678 1.9803 -7.4649
H -2.1833 5.1530 -7.2394
H -0.7371 4.1082 -7.1098
H -1.6285 4.2140 -8.6574
C -3.8520 7.1290 6.8376
N -5.1103 7.4727 7.5576
O -5.9084 6.5827 7.7580
O -5.2504 8.6296 7.8958
H -3.8623 6.0752 6.5996
H -3.8203 7.7293 5.9357
H -3.0251 7.3690 7.4980
```

Output
- Highest occupied orbital energy: -9.101 eV
- Frontier orbital gap: 8.05 eV
- LUMO level: -1.1 eV
- Calculated total energy: -81748.8189 eV



Molecular formula: C40H59F2N7
Method: DFT, wB97M-V/def2-TZVPD

```
108
C40H59F2N7 (wB97M-V/def2-TZVPD)
F -2.5271 2.4409 2.3939
C -3.6601 2.6655 1.7068
C -4.8519 2.3726 2.3017
C -5.9777 2.5989 1.5389
C -5.9027 3.0676 0.2833
C -4.6266 3.3036 -0.3109
C -3.4982 3.1984 0.4604
H -4.8207 1.9815 3.3298
H -6.9984 2.4278 1.9709
H -6.8287 3.2012 -0.2577
H -4.4320 3.5460 -1.3604
H -2.5224 3.4790 0.0956
F 1.3385 -2.7288 6.5875
C 0.3603 -2.3226 5.7325
C 0.5869 -1.1971 5.0014
C -0.3044 -0.8506 3.9990
C -1.5197 -1.5659 3.8592
C -1.7467 -2.6956 4.6461
C -0.7739 -3.0802 5.5735
H 1.4407 -0.6097 5.2821
H -0.0362 -0.0214 3.3458
H -2.2152 -1.2791 3.1064
H -2.7171 -3.1789 4.6410
H -0.9344 -3.9366 6.2180
C -4.0919 -0.1297 -3.0119
C -3.6958 -1.1484 -1.9159
C -3.7462 -0.3711 -0.5687
C -3.7341 -1.3622 0.5515
N -3.8450 -2.0388 1.4769
H -5.1768 0.1609 -2.8366
H -4.0590 -0.5838 -4.0190
H -3.5041 0.7871 -3.0012
H -2.7151 -1.5716 -2.1740
H -4.3839 -1.9916 -1.8714
H -4.7017 0.1539 -0.5424
H -2.9122 0.3535 -0.4612
C -0.3390 -1.5755 0.0354
C 0.8722 -1.0860 -0.7977
C 0.6277 0.2020 -1.6531
C -0.0101 1.2558 -0.8281
N -0.3839 2.0507 -0.1177
H -0.0383 -2.5286 0.4734
H -1.2048 -1.7084 -0.6447
H -0.6094 -0.8080 0.7700
H 1.1507 -1.8609 -1.5176
H 1.7760 -0.8441 -0.2546
H -0.0699 -0.0426 -2.4589
H 1.4821 0.6126 -2.1530
C 1.9490 6.2874 0.0960
C 1.3109 5.1366 -0.6972
C 2.3162 4.4098 -1.6723
C 2.8749 5.2579 -2.7170
N 3.2959 5.8671 -3.6129
H 1.2249 6.9974 0.4290
H 2.6932 6.8449 -0.4809
H 2.4928 5.9433 0.9343
H 0.4527 5.5347 -1.2904
H 0.8628 4.4885 0.0584
H 1.7841 3.5587 -2.0873
H 3.1378 4.0833 -1.0548
C 4.3113 0.2555 -4.5827
C 3.8890 1.7473 -4.5568
C 4.1243 2.3764 -5.9092
C 3.3362 1.6841 -6.9688
N 2.7249 1.0469 -7.7156
H 4.1546 -0.1477 -3.5681
H 5.3063 0.0734 -4.9126
H 3.5435 -0.2653 -5.1736
H 4.4147 2.2420 -3.7510
H 2.8651 1.9085 -4.2395
H 5.1370 2.2858 -6.2911
H 3.8581 3.4879 -5.8616
C -0.9123 -3.8793 -3.1564
C -0.9951 -5.1086 -2.2483
C -1.9780 -4.8022 -1.0865
C -3.3740 -4.7160 -1.5742
N -4.3795 -4.6624 -2.1144
H -0.4469 -3.0709 -2.5895
H -1.9073 -3.5145 -3.4693
H -0.3138 -4.0347 -4.0352
H -0.0300 -5.3586 -1.8215
H -1.2874 -6.0205 -2.8467
H -1.6812 -3.9781 -0.4468
H -2.0408 -5.6130 -0.3460
C 4.8405 3.5190 3.0677
C 3.3828 3.9009 2.9268
C 2.6364 2.5446 2.6772
C 2.9884 2.0192 1.3777
N 3.2174 1.6028 0.3414
H 5.4250 4.4304 3.3008
H 5.3124 3.0352 2.1965
H 5.0024 2.8158 3.8999
H 3.2421 4.6510 2.1423
H 3.0234 4.3084 3.8997
H 1.5331 2.7395 2.6500
H 2.8498 1.8213 3.4666
C -0.1219 -5.9214 1.9022
C 0.9019 -5.5517 2.8973
C 1.3598 -4.0990 2.6343
C 2.0234 -3.9284 1.3433
N 2.4735 -3.9367 0.3017
H 0.1842 -5.8255 0.9008
H -1.0370 -5.2991 2.0785
H -0.3389 -7.0122 1.9236
H 1.7671 -6.2226 2.8331
H 0.5277 -5.5660 3.8875
H 2.0383 -3.7365 3.4255
H 0.5348 -3.3762 2.6615
```

Output
- Highest occupied orbital energy: -9.468 eV
- Frontier orbital gap: 9.82 eV
- LUMO level: 0.4 eV
- Calculated total energy: -58300.3405 eV



Molecular formula: C40H60BBr42F3N3O6
Method: DFT, wB97M-V/def2-TZVPD

```
155
C40H60BBr42F3N3O6 (wB97M-V/def2-TZVPD)
C -0.7638 3.0798 -5.5232
C -0.8509 2.8361 -3.9324
N 0.2561 1.9887 -3.3957
C 0.7775 2.5107 -2.1157
C 0.0814 2.0581 -0.7800
C -1.1734 1.0704 -0.8691
C -0.8230 -0.4733 -1.2444
O -1.8125 -0.8418 -2.2277
C -2.5095 -2.1061 -2.0665
C -4.0822 -1.7588 -2.2937
F -4.5767 -0.8204 -1.3514
F -4.3971 -1.4291 -3.6270
F -4.7677 -3.0091 -2.0020
C 0.6357 2.6086 0.5771
C 0.0208 2.1737 2.0012
C 1.2567 1.6077 2.8556
C 0.9103 0.3461 3.7668
C 0.0679 -0.8037 3.0350
C 0.2438 0.7489 5.1929
C 1.8430 3.6257 0.4642
O 2.4148 4.2043 1.6239
B 1.6915 5.3762 2.0615
O 0.4358 5.3572 2.7808
O 2.2564 6.7048 1.8261
C 2.4497 4.0362 -0.9274
C 3.6417 5.1000 -0.9304
C 5.1167 4.4901 -1.1353
N 5.2386 3.0459 -0.8044
C 6.7016 2.7033 -1.1041
C 6.7786 1.4238 -2.0777
C 5.1512 2.8393 0.6762
C 4.8185 1.3238 1.1073
O 5.3602 3.7559 1.5087
N 1.8985 3.4445 -2.1402
C 2.4547 3.7608 -3.4933
C 3.2952 2.4472 -3.9788
C 4.6267 2.8198 -4.7963
C 5.3097 1.4279 -5.2798
O 4.7158 0.2539 -4.6333
H -1.5679 3.8315 -5.8670
H -0.9368 2.0729 -6.0567
H 0.2376 3.5380 -5.8566
H -1.8802 2.3640 -3.7006
H -0.8238 3.8638 -3.4326
H -0.0058 0.9991 -3.3097
H -1.8034 1.4531 -1.7608
H -1.8783 1.1282 0.0373
H 0.2259 -0.4414 -1.7367
H -0.7189 -1.1601 -0.3417
H -2.2190 -2.7855 -2.9309
H -2.4682 -2.5958 -1.0158
H -0.4490 3.0479 2.5646
H -0.8095 1.4221 1.7953
H 2.1124 1.3767 2.1392
H 1.5969 2.4652 3.5521
H 1.9239 -0.1310 4.0535
H 0.2480 -0.8500 1.8950
H -1.0478 -0.5261 3.1531
H 0.2449 -1.8206 3.5228
H -0.8638 1.0043 5.1051
H 0.8811 1.5949 5.6409
H 0.4407 -0.1625 5.8693
H -0.3173 5.2170 2.1586
H 1.7831 7.0173 1.0123
H 3.4523 5.8038 -1.8261
H 3.6806 5.7691 -0.0084
H 5.4224 4.6090 -2.2387
H 5.8493 5.1473 -0.5395
H 7.2318 2.4418 -0.1111
H 7.2367 3.6303 -1.5071
H 7.1506 1.7824 -3.0930
H 5.7515 0.9307 -2.0928
H 7.5679 0.7094 -1.6382
H 5.1786 1.0885 2.1625
H 5.4576 0.6744 0.3929
H 3.7354 1.0369 0.9050
H 3.1511 4.6608 -3.5172
H 1.6215 3.9681 -4.2529
H 3.5817 1.8871 -3.0124
H 2.6213 1.8041 -4.6529
H 5.3046 3.4025 -4.0849
H 4.3662 3.3856 -5.7595
H 5.1605 1.2625 -6.4111
H 6.4284 1.3756 -5.0581
H 5.3275 -0.0913 -3.9455
C -4.6099 3.8400 -4.7258
Br -3.8340 4.5347 -6.3622
Br -6.4394 4.4344 -4.4982
Br -4.4577 1.9090 -4.6159
H -4.0349 4.2525 -3.8983
C -3.2477 -4.4470 5.6285
Br -1.9025 -5.3654 4.5685
Br -2.9070 -4.5986 7.5362
Br -3.4422 -2.6008 5.0685
H -4.2026 -4.9366 5.4443
C -0.2802 -5.3328 -0.5878
Br -0.3442 -5.7233 1.3177
Br -1.9765 -4.6379 -1.2244
Br 1.1986 -4.1761 -1.0792
H -0.1198 -6.2869 -1.0868
C 1.0567 -1.8582 10.0594
Br -0.4741 -2.3931 9.0035
Br 1.0462 -2.6210 11.8439
Br 2.7000 -2.2639 9.1222
H 1.0010 -0.7773 10.1780
C -3.4291 -8.0914 0.0640
Br -4.6045 -9.5331 -0.4828
Br -3.6093 -7.6907 1.9526
Br -1.5847 -8.4405 -0.4270
H -3.7409 -7.2020 -0.4815
C 4.0226 -4.7704 4.9459
Br 3.5848 -3.6665 6.4825
Br 3.1867 -6.5166 5.0588
Br 3.6035 -3.8894 3.2715
H 5.0994 -4.9313 4.9630
C -3.3384 6.5865 0.9782
Br -1.9223 5.7493 -0.0538
Br -2.8155 6.8586 2.8250
Br -3.9555 8.2277 0.1523
H -4.1796 5.8953 0.9829
C 2.5350 0.9975 13.2007
Br 2.1567 1.5041 11.3659
Br 4.4404 0.9542 13.5568
Br 1.5888 2.1203 14.4669
H 2.1625 -0.0171 13.3336
C 9.1120 -2.3190 -4.9271
Br 10.3294 -0.8098 -4.8802
Br 8.4954 -2.8014 -3.1520
Br 7.6340 -2.0161 -6.1451
H 9.6727 -3.1693 -5.3116
C 4.9738 -5.0058 -0.3558
Br 5.3635 -3.1103 -0.5105
Br 4.4211 -5.7622 -2.0532
Br 6.4518 -5.9863 0.4267
H 4.1302 -5.1019 0.3271
C -7.0348 -0.7405 1.2916
Br -7.5177 -2.3326 2.2878
Br -8.5963 0.1854 0.6102
Br -5.8912 0.4382 2.3254
H -6.4573 -1.0678 0.4280
C -8.8847 -0.7537 -3.2000
Br -8.5985 1.1522 -3.4156
Br -9.4865 -1.5769 -4.8490
Br -7.3289 -1.6572 -2.4724
H -9.6864 -0.8723 -2.4726
C -8.1008 -11.0810 -0.4663
Br -8.6407 -10.1675 1.1580
Br -8.7551 -12.9056 -0.5184
Br -8.6058 -10.0879 -2.0550
H -7.0137 -11.1330 -0.4554
C -13.0577 -0.0710 -6.7168
Br -11.9004 1.4850 -6.7585
Br -13.5658 -0.5415 -4.9052
Br -14.6049 0.1495 -7.8648
H -12.4829 -0.9060 -7.1135
```

Output
- Energy relative to the best compared isomer or geometry (same formula, charge and spin): 147.4 kcal per mole
- Highest occupied orbital energy: -11.271 eV
- Frontier orbital gap: 7.76 eV
- LUMO level: -3.5 eV
- Calculated total energy: -3009805.1056 eV
- Net charge: +1